P.
This record from the OMol25 dataset describes a structure of composition C8H12O2. The level of theory is the ωB97M-V functional and the def2-TZVPD basis.

Last column: Mulliken charge in e.
Atoms and positions in Å:
C1 0.103 -0.797 -0.236  0.919
C2 0.935 1.139 0.488  -0.196
C3 0.593 0.531 -0.853  -0.146
C4 -0.834 0.944 -1.024  -0.388
C5 -1.437 1.505 0.134  -0.651
C6 1.069 -1.628 0.618  -1.732
C7 -0.711 -1.781 -1.074  -1.520
C8 -0.438 0.565 1.099  0.238
O1 1.057 2.545 0.501  -0.583
O2 -0.764 0.281 2.240  -0.709
H1 1.291 2.822 1.395  0.366
H2 1.792 0.679 0.969  0.440
H3 1.282 0.595 -1.694  0.511
H4 -1.400 0.596 -1.877  0.546
H5 -1.168 2.528 0.403  0.287
H6 -2.500 1.309 0.255  0.359
H7 0.506 -2.470 1.024  0.401
H8 1.879 -2.034 0.000  0.375
H9 1.506 -1.128 1.478  0.432
H10 -1.466 -2.269 -0.451  0.344
H11 -0.064 -2.578 -1.464  0.355
H12 -1.230 -1.354 -1.930  0.353

Its gap between HOMO and LUMO (spin up / spin down) is 6.93 / 6.93 eV. The HOMO energy (spin up / spin down) is -7.572 / -7.570 eV. Its lowest unoccupied orbital energy (spin up / spin down) is -0.0236 / -0.0237 Ha. The charge is 0. As for the molecular weight: 140.182 g/mol.

Q.
This record from the OMol25 dataset describes a cluster of 2 separate species, C8H12O2 in total. The level of theory is the ωB97M-V functional and the def2-TZVPD basis.

Last column: Mulliken charge in e.
Atoms and positions in Å:
C1 1.527 2.540 1.674  -1.340
C2 1.395 1.275 0.997  1.145
C3 2.017 0.232 1.691  -0.537
C4 1.744 -1.013 1.185  -0.569
C5 0.786 -1.143 0.137  0.558
O1 0.154 -2.373 0.150  -0.576
C6 0.469 -0.107 -0.727  -0.472
C7 0.808 1.205 -0.285  -0.992
H1 0.863 3.361 1.134  0.288
H2 2.572 2.753 1.770  0.317
H3 1.143 2.501 2.698  0.336
H4 2.494 0.351 2.642  0.378
H5 1.932 -1.907 1.806  0.293
H6 -0.624 -2.569 -0.487  0.340
H7 -0.087 -0.375 -1.648  0.569
H8 0.253 1.972 -0.707  0.246
C8 -3.331 0.306 -1.689  -0.349
O2 -3.665 -0.966 -2.317  -0.514
H9 -3.531 1.113 -2.368  0.299
H10 -2.277 0.425 -1.392  0.016
H11 -3.855 0.338 -0.823  0.278
H12 -3.281 -1.023 -3.187  0.285

Its gap between HOMO and LUMO is 8.69 eV. The HOMO energy is -8.028 eV. As for the SMILES: Cc1ccc(O)cc1.CO. Its lowest unoccupied orbital energy is 0.0243 Ha. The charge is 0. As for the molecular weight: 140.182 g/mol.

R.
This record from the OMol25 dataset describes an isolated molecule of C8H12O2. The level of theory is the ωB97M-V functional and the def2-TZVPD basis.

Last column: Mulliken charge in e.
Atoms and positions in Å:
C1 0.006 -1.420 -1.262  -0.584
C2 -0.630 -1.786 -0.119  -0.415
C3 -1.407 -0.784 0.688  0.098
C4 -0.571 -0.076 1.761  -0.977
C5 0.317 1.141 1.264  -0.773
C6 1.413 0.740 0.247  -0.747
C7 0.935 0.901 -1.223  -0.977
C8 -0.192 -0.037 -1.723  0.226
O1 -1.478 0.479 -1.416  -0.290
O2 -1.987 0.277 -0.080  -0.311
H1 0.621 -2.104 -1.885  0.358
H2 -0.500 -2.820 0.230  0.348
H3 -2.226 -1.305 1.193  0.409
H4 -1.234 0.291 2.512  0.471
H5 0.070 -0.775 2.261  0.393
H6 -0.304 1.860 0.767  0.374
H7 0.784 1.666 2.102  0.426
H8 2.285 1.360 0.414  0.396
H9 1.814 -0.282 0.383  0.372
H10 0.630 1.919 -1.382  0.380
H11 1.809 0.752 -1.892  0.416
H12 -0.155 0.005 -2.837  0.407

Its gap between HOMO and LUMO is 9.99 eV. The HOMO energy is -9.012 eV. As for the SMILES: C1=C[C@H]2CCCC[C@@H]1OO2. Its lowest unoccupied orbital energy is 0.0360 Ha. The charge is 0. As for the molecular weight: 140.182 g/mol.

Short version: Q is the most stable of them.

P.
This record from the OMol25 dataset describes a cluster of 2 separate species, C8H12O2 in total. The level of theory is the ωB97M-V functional and the def2-TZVPD basis.

Last column: Mulliken charge in e.
Atoms and positions in Å:
C1 3.167 2.341 0.643  -1.415
C2 1.953 1.575 0.120  0.606
C3 2.166 0.416 -0.626  -0.709
C4 1.123 -0.353 -1.042  -0.464
C5 -0.223 0.085 -0.883  0.794
O1 -1.178 -0.783 -1.317  -0.552
C6 -0.481 1.248 -0.187  -0.597
C7 0.630 1.975 0.291  -0.321
H1 3.516 1.915 1.614  0.273
H2 2.960 3.382 0.931  0.349
H3 3.886 2.364 -0.092  0.411
H4 3.207 0.133 -0.834  0.301
H5 1.295 -1.246 -1.605  0.273
H6 -0.765 -1.440 -1.912  0.285
H7 -1.513 1.441 -0.012  0.421
H8 0.533 2.952 0.716  0.323
C8 -2.583 -2.142 1.515  -0.027
O2 -3.403 -3.202 0.976  -0.510
H9 -3.218 -1.372 1.944  0.240
H10 -1.852 -2.652 2.176  0.235
H11 -1.926 -1.771 0.784  -0.205
H12 -3.652 -2.932 0.089  0.289

Its gap between HOMO and LUMO is 9.22 eV. The HOMO energy is -8.565 eV. As for the SMILES: Cc1ccc(O)cc1.CO. Its lowest unoccupied orbital energy is 0.0241 Ha. The charge is 0. As for the molecular weight: 140.182 g/mol.

Q.
This record from the OMol25 dataset describes a cluster of 2 separate species, C8H12O2 in total. The level of theory is the ωB97M-V functional and the def2-TZVPD basis.

Last column: Mulliken charge in e.
Atoms and positions in Å:
O1 1.268 -0.547 -1.011  -0.526
C1 0.458 0.362 -1.644  0.711
C2 0.545 0.432 -3.035  -0.494
C3 -0.253 1.336 -3.731  -0.329
C4 -1.140 2.172 -3.050  -0.512
C5 -1.222 2.096 -1.661  -0.449
C6 -0.426 1.194 -0.955  -0.374
H1 1.102 -0.488 -0.039  0.252
H2 1.247 -0.231 -3.557  0.361
H3 -0.180 1.387 -4.825  0.331
H4 -1.767 2.883 -3.603  0.335
H5 -1.915 2.747 -1.111  0.328
H6 -0.492 1.135 0.139  0.348
C7 -0.664 -1.865 2.536  -0.707
O2 0.418 -0.956 2.585  -0.243
C8 1.292 -1.281 3.647  -0.666
H7 -1.313 -1.569 1.695  0.222
H8 -1.258 -1.840 3.465  0.321
H9 -0.318 -2.899 2.367  0.310
H10 0.782 -1.231 4.623  0.280
H11 1.721 -2.290 3.525  0.287
H12 2.114 -0.546 3.642  0.214

Its gap between HOMO and LUMO is 9.33 eV. The HOMO energy is -8.473 eV. As for the SMILES: Oc1ccccc1.COC. Its lowest unoccupied orbital energy is 0.0315 Ha. The charge is 0. As for the molecular weight: 140.182 g/mol.

Short version: Q is the most stable of them.